87
Properties=species:S:1:pos:R:3:mulliken_charge:R:1 method="wB97M-V/def2-TZVPD" e_above_lowest_kcal_mol=0.0 charge=+1 lumo_ev=-5.2 homo_ev=-11.229 orbital_gap_ev=6.05 total_energy_ev=-52331.041 mol_weight_g_mol=505.7 largest_force_ev_per_a=4.59
O 8.27100 0.86326 2.70034 -0.46
P 7.68357 2.28231 3.35062 0.21
O 8.41436 3.52434 2.46327 -0.39
C 5.83568 2.48067 2.90090 0.74
C 5.22632 1.44410 2.10881 -0.39
C 3.81110 1.73318 1.79292 -0.11
C 3.37418 3.01008 2.36687 -0.19
N 4.01704 3.88307 3.12084 -0.82
N 5.27079 3.59702 3.38289 0.44
H 7.91445 0.70391 1.80419 0.32
H 8.71034 3.08836 1.63695 0.33
H 5.73336 0.53826 1.73034 0.30
H 3.18427 1.05332 1.15627 0.30
H 2.32215 3.29195 2.12817 0.43
H 5.81856 4.27057 3.94625 0.23
C 8.73767 6.32034 7.01882 -1.40
C 8.51714 5.15508 6.06862 0.47
C 9.83413 4.49530 5.68559 -1.03
O 7.85442 5.62061 4.88750 -0.51
H 9.35670 7.09130 6.55102 0.36
H 7.78665 6.79034 7.27698 0.35
H 9.22569 5.99258 7.93813 0.37
H 7.86003 4.41842 6.53720 0.25
H 10.49291 5.20204 5.17288 0.34
H 9.66065 3.66718 4.99467 0.11
H 10.35321 4.11294 6.56609 0.40
H 8.42595 6.27250 4.46385 0.33
C 0.12015 0.23958 1.13866 -0.91
C 0.40509 -0.15608 -0.30226 0.33
C -0.25337 -1.47893 -0.65048 -0.55
O 1.82186 -0.25981 -0.49743 -0.57
H 0.51612 -0.50863 1.83292 0.19
H 0.60805 1.18888 1.38070 0.07
H -0.95116 0.34443 1.31528 0.44
H 0.04343 0.62351 -0.97548 0.32
H 0.12903 -2.28449 -0.01645 -0.22
H -0.03268 -1.75715 -1.68263 0.31
H -1.33621 -1.42520 -0.52782 0.24
H 2.15207 -0.94884 0.09312 0.34
C 2.07214 -4.72781 1.10048 -1.14
C 1.24056 -4.62147 2.37042 0.53
C 1.59733 -5.72072 3.35903 -1.41
O -0.14301 -4.70857 2.03968 -0.53
H 1.89201 -5.68048 0.59517 0.36
H 1.79836 -3.93908 0.39560 0.22
H 3.13969 -4.64637 1.31872 0.36
H 1.40052 -3.64468 2.83433 0.20
H 1.40104 -6.70740 2.92998 0.36
H 0.98602 -5.63871 4.25960 0.33
H 2.65004 -5.66904 3.64563 0.38
H -0.29659 -5.56804 1.62903 0.35
C -5.28783 -2.51496 -1.26866 -1.28
C -4.05810 -2.75125 -2.13121 0.56
C -4.42844 -3.39999 -3.45540 -0.73
O -3.13740 -3.58998 -1.43189 -0.52
H -5.78582 -3.45979 -1.03188 0.40
H -5.00672 -2.05873 -0.31683 0.31
H -6.00318 -1.86132 -1.77103 0.28
H -3.55133 -1.80071 -2.31669 0.22
H -4.89681 -4.37512 -3.29277 0.40
H -3.53581 -3.57322 -4.06059 0.35
H -5.11860 -2.77254 -4.02244 -0.24
H -3.57412 -4.43326 -1.26280 0.33
C -8.25379 2.31297 -1.94596 -1.36
C -7.38416 1.08387 -1.73218 0.39
C -6.24916 1.02744 -2.74240 -0.70
O -8.18388 -0.09175 -1.85036 -0.56
H -8.71019 2.29750 -2.93996 0.33
H -9.07046 2.33493 -1.22171 0.33
H -7.67195 3.23167 -1.84417 0.37
H -6.97530 1.09547 -0.71920 0.30
H -6.63809 0.96859 -3.76366 0.18
H -5.63959 0.13523 -2.58410 -0.07
H -5.60645 1.90762 -2.66477 0.43
H -8.55123 -0.11250 -2.74281 0.36
C -4.72816 -0.70012 -6.73185 -1.23
C -6.17277 -1.11962 -6.50788 0.82
C -6.70904 -1.90948 -7.69142 -1.43
O -6.97952 0.03950 -6.30300 -0.53
H -4.64278 -0.05486 -7.61113 0.40
H -4.35935 -0.12548 -5.87905 0.27
H -4.08172 -1.56893 -6.87341 0.37
H -6.24298 -1.72390 -5.60140 -0.13
H -6.68992 -1.30469 -8.60286 0.36
H -7.74892 -2.19519 -7.52165 0.36
H -6.12169 -2.81417 -7.86157 0.37
H -6.92696 0.58332 -7.09816 0.34